# 1
A cluster of 9 separate species, C37H93O15PS in total in a non-equilibrium geometry, computed with ωB97M-V with the def2-TZVPD basis set.

Last column: Löwdin charge in e.
CARTESIAN COORDINATES (ANGSTROEM)
C1 -4.4831 0.1558 2.9711  -0.11
O1 -3.7486 1.3232 3.3171  -0.18
C2 -2.8612 1.7479 2.3000  -0.22
C3 -3.4191 1.6929 0.8619  -0.15
C4 -4.6673 2.5843 0.6325  -0.23
O2 -4.5112 3.1976 -0.6785  -0.35
S1 -4.4565 4.8507 -0.4871  1.00
O3 -3.2470 5.2203 0.2799  -0.40
O4 -4.1807 5.4336 -2.0300  -0.36
C5 -2.8550 5.1194 -2.4741  -0.25
P1 -2.8477 4.6011 -4.2809  0.58
O5 -2.1816 5.6775 -5.0767  -0.30
O6 -1.9939 3.1682 -4.4161  -0.14
O7 -4.3751 4.2927 -4.8405  -0.13
H1 -3.9462 -0.5321 2.3084  0.09
H2 -4.6664 -0.3818 3.9122  0.09
H3 -5.4553 0.4756 2.5647  0.09
H4 -1.8831 1.2366 2.3405  0.13
H5 -2.6508 2.8083 2.5091  0.13
H6 -2.6300 2.0967 0.2084  0.11
H7 -3.6028 0.6781 0.4880  0.11
H8 -4.7872 3.3460 1.4153  0.11
H9 -5.5664 1.9599 0.5680  0.12
H10 -2.2188 6.0057 -2.4187  0.09
H11 -2.3891 4.2994 -1.9071  0.09
H12 -2.2144 2.7121 -3.5945  0.05
H13 -4.4198 3.3505 -5.0079  0.06
C6 -1.3983 8.5071 -1.0454  -0.07
C7 -0.9256 7.5355 0.0250  -0.27
O8 0.2498 6.8253 -0.3309  -0.16
C8 1.3996 7.6101 -0.5947  -0.28
C9 1.8427 8.4596 0.5840  -0.08
H14 -1.5696 7.9890 -1.9903  0.07
H15 -2.3289 8.9858 -0.7364  0.08
H16 -0.6669 9.2941 -1.2364  0.07
H17 -1.6962 6.7828 0.1901  0.08
H18 -0.7859 8.0509 0.9816  0.11
H19 1.2401 8.2293 -1.4839  0.11
H20 2.1935 6.9056 -0.8453  0.12
H21 1.0885 9.1958 0.8651  0.06
H22 2.7583 8.9995 0.3366  0.08
H23 2.0332 7.8320 1.4565  0.08
C10 1.4204 1.8712 -3.1554  -0.07
C11 0.5111 1.4814 -2.0037  -0.28
O9 -0.5457 0.6125 -2.3830  -0.18
C12 -0.1658 -0.6392 -2.9330  -0.28
C13 0.6703 -1.4899 -1.9937  -0.08
H24 0.8424 2.3365 -3.9561  0.08
H25 2.1812 2.5761 -2.8175  0.08
H26 1.9331 1.0072 -3.5812  0.07
H27 0.0384 2.3819 -1.6061  0.11
H28 1.0858 1.0447 -1.1803  0.11
H29 0.3479 -0.4920 -3.8885  0.11
H30 -1.0949 -1.1642 -3.1577  0.12
H31 1.6224 -1.0156 -1.7501  0.07
H32 0.8879 -2.4565 -2.4512  0.08
H33 0.1379 -1.6614 -1.0565  0.08
C14 4.1189 -4.4592 -2.0122  -0.08
C15 3.2648 -4.5022 -0.7574  -0.28
O10 2.0367 -5.1901 -0.9294  -0.17
C16 2.1303 -6.5538 -1.3044  -0.28
C17 2.8791 -7.4112 -0.2993  -0.08
H34 3.5640 -4.0044 -2.8355  0.08
H35 5.0246 -3.8774 -1.8359  0.08
H36 4.4223 -5.4566 -2.3332  0.07
H37 3.0039 -3.4817 -0.4719  0.11
H38 3.8256 -4.9255 0.0825  0.11
H39 2.5746 -6.6434 -2.3015  0.11
H40 1.1046 -6.9151 -1.3887  0.12
H41 3.9196 -7.1004 -0.1896  0.06
H42 2.8754 -8.4560 -0.6154  0.08
H43 2.4099 -7.3432 0.6841  0.08
C18 7.1245 -8.6363 1.6451  -0.08
C19 7.6234 -7.9868 0.3672  -0.28
O11 7.3532 -6.5972 0.2955  -0.17
C20 7.9230 -5.7905 1.3147  -0.28
C21 9.4397 -5.8521 1.3652  -0.08
H44 6.0517 -8.4722 1.7625  0.08
H45 7.3142 -9.7103 1.6266  0.08
H46 7.6154 -8.2273 2.5295  0.06
H47 7.1132 -8.4425 -0.4831  0.12
H48 8.6931 -8.1751 0.2238  0.11
H49 7.4900 -6.0447 2.2878  0.10
H50 7.6151 -4.7672 1.0951  0.12
H51 9.8014 -6.8542 1.5998  0.07
H52 9.8187 -5.1741 2.1318  0.08
H53 9.8664 -5.5634 0.4026  0.08
C22 -10.1711 7.9758 -2.3652  -0.08
C23 -9.6896 7.0356 -1.2747  -0.28
O12 -8.4970 6.3492 -1.6084  -0.16
C24 -7.3645 7.1600 -1.8730  -0.27
C25 -6.9565 8.0330 -0.6980  -0.07
H54 -10.3168 7.4307 -3.2994  0.07
H55 -11.1163 8.4394 -2.0787  0.08
H56 -9.4539 8.7747 -2.5604  0.07
H57 -10.4442 6.2661 -1.1063  0.12
H58 -9.5720 7.5670 -0.3240  0.11
H59 -7.5321 7.7634 -2.7719  0.10
H60 -6.5485 6.4773 -2.1079  0.09
H61 -7.7337 8.7507 -0.4314  0.07
H62 -6.0528 8.5957 -0.9390  0.08
H63 -6.7597 7.4174 0.1824  0.08
C26 6.9714 -12.0565 6.1374  -0.08
C27 6.8803 -10.5746 5.8169  -0.29
O13 6.0878 -10.2837 4.6800  -0.17
C28 4.7292 -10.6825 4.7442  -0.27
C29 3.9742 -10.0276 5.8852  -0.07
H64 7.3610 -12.6087 5.2805  0.08
H65 7.6331 -12.2195 6.9893  0.08
H66 5.9976 -12.4813 6.3863  0.07
H67 7.8789 -10.1970 5.5918  0.12
H68 6.5228 -10.0088 6.6850  0.10
H69 4.6526 -11.7739 4.7923  0.11
H70 4.2776 -10.3814 3.7983  0.12
H71 4.3807 -10.3065 6.8587  0.07
H72 2.9229 -10.3195 5.8692  0.08
H73 4.0384 -8.9422 5.7967  0.06
C30 5.4096 -6.5564 6.7322  -0.08
C31 6.7513 -6.6418 6.0233  -0.27
O14 6.9907 -5.5775 5.1189  -0.17
C32 7.0030 -4.2743 5.6747  -0.28
C33 8.0642 -4.0756 6.7431  -0.08
H74 4.5972 -6.5179 6.0039  0.08
H75 5.2663 -7.4284 7.3724  0.07
H76 5.3298 -5.6662 7.3585  0.07
H77 6.7801 -7.5559 5.4267  0.11
H78 7.5705 -6.7175 6.7470  0.11
H79 6.0100 -4.0166 6.0582  0.11
H80 7.2009 -3.5955 4.8444  0.12
H81 7.9018 -4.7213 7.6072  0.06
H82 8.0570 -3.0424 7.0943  0.08
H83 9.0546 -4.3008 6.3436  0.08
C34 -11.3363 7.5575 -7.3757  -0.08
C35 -10.3819 8.6462 -7.8361  -0.28
O15 -9.5906 9.1878 -6.7953  -0.16
C36 -8.7428 8.2763 -6.1177  -0.29
C37 -7.7251 7.6005 -7.0201  -0.07
H84 -11.9916 7.9329 -6.5875  0.08
H85 -11.9515 7.2160 -8.2095  0.08
H86 -10.8059 6.6913 -6.9767  0.07
H87 -10.9592 9.4791 -8.2395  0.12
H88 -9.7446 8.2873 -8.6514  0.11
H89 -9.3411 7.5342 -5.5782  0.09
H90 -8.2137 8.8578 -5.3613  0.11
H91 -8.2010 6.9880 -7.7874  0.07
H92 -7.0725 6.9513 -6.4337  0.08
H93 -7.1102 8.3460 -7.5269  0.08

As for the frontier orbital gap: 9.901 eV.

# 2
A cluster of 6 separate species, C2H16O5 in total in a non-equilibrium geometry, computed with ωB97M-V with the def2-TZVPD basis set.

Last column: Löwdin charge in e.
CARTESIAN COORDINATES (ANGSTROEM)
C1 1.1774 2.5569 -1.7864  -0.11
C2 1.1999 1.0141 -2.2537  -0.12
H1 0.3372 2.5761 -0.9815  0.07
H2 0.8437 3.2161 -2.4860  0.01
H3 2.1631 2.6445 -1.3158  0.06
H4 1.1793 1.1753 -3.3724  0.09
H5 2.1115 0.8362 -2.0139  -0.03
H6 0.5494 0.2308 -1.8760  0.06
O1 3.3900 1.4314 1.3752  -0.11
H7 3.1155 2.0045 2.1811  0.09
H8 2.5881 1.0472 0.9707  0.02
O2 -3.8802 -1.9824 -0.5944  -0.06
H9 -4.2309 -2.8337 -0.7403  0.01
H10 -4.4732 -1.5039 0.0335  0.07
O3 0.8979 -1.4073 2.2942  -0.01
H11 1.0130 -2.1145 1.6294  0.06
H12 0.0525 -1.2255 2.1349  -0.08
O4 -0.5754 0.7264 1.3191  0.06
H13 -0.7728 0.2259 0.6034  -0.01
H14 -0.3181 1.5344 1.0953  -0.04
O5 -2.5385 -3.5538 1.3046  -0.15
H15 -1.7155 -3.7006 1.8848  0.06
H16 -2.1141 -2.8982 0.5942  0.07

As for the SMILES: CC.O.O.O.O.O. As for the frontier orbital gap: 11.361 eV. For the relative energy (zero: lowest compared OMol25 entry of this formula, charge and spin), the calculation gives 292.5 kJ/mol.

# 3
A cluster of 2 separate species, C2H5N2O2 in total in a non-equilibrium geometry, computed with ωB97M-V with the def2-TZVPD basis set.

Last column: Löwdin charge in e.
CARTESIAN COORDINATES (ANGSTROEM)
N1 0.6595 0.7123 0.2468  0.09
C1 1.6564 -0.1759 -0.0059  -0.41
N2 2.8878 0.1043 -0.1140  0.04
H1 0.7956 1.7094 0.2290  0.10
H2 -0.2330 0.3742 -0.0727  0.02
H3 1.3067 -1.2167 -0.0677  0.12
H4 3.4272 -0.7568 -0.1849  0.03
O1 -1.7522 -0.6642 -0.7513  0.09
C2 -2.5598 -0.1700 0.0058  -0.49
O2 -2.5777 0.5959 0.9644  0.20
H5 -3.6104 -0.5125 -0.2495  0.21

The spin multiplicity is 2. As for the frontier orbital gap (spin up / spin down): 9.807 / 4.784 eV. For the relative energy (zero: lowest compared OMol25 entry of this formula, charge and spin), the calculation gives 0.0 kJ/mol.

# 4
An isolated molecule of C4H7N3O in a non-equilibrium geometry, computed with ωB97M-V with the def2-TZVPD basis set.

Last column: Löwdin charge in e.
CARTESIAN COORDINATES (ANGSTROEM)
O1 -2.3430 -1.9049 -0.0835  -0.08
N1 -2.5359 -1.4952 1.1692  -0.05
C1 -1.5953 -0.6578 1.5372  -0.25
N2 -0.3711 -0.4530 0.9633  0.10
C2 -0.2397 0.5227 0.1792  -0.26
N3 0.9028 1.1208 -0.1033  -0.10
C3 1.4687 1.2351 -1.4219  -0.09
C4 2.1162 0.3548 -0.3320  -0.11
H1 -3.0509 -2.5328 -0.2701  0.10
H2 -1.6180 -0.1139 2.5237  0.13
H3 -0.9864 1.2352 -0.2198  0.16
H4 2.0625 2.1580 -1.5417  0.11
H5 1.0261 0.6427 -2.2971  0.14
H6 3.0410 0.6872 0.1305  0.09
H7 2.1229 -0.7988 -0.2337  0.14

As for the SMILES: O/N=C\N=C\N1CC1. As for the frontier orbital gap: 9.626 eV. For the relative energy (zero: lowest compared OMol25 entry of this formula, charge and spin), the calculation gives 466.0 kJ/mol.

# 5
A cluster of 7 separate species, C58H70N4O11 in total in a non-equilibrium geometry, computed with ωB97M-V with the def2-TZVPD basis set.

Last column: Löwdin charge in e.
CARTESIAN COORDINATES (ANGSTROEM)
C1 -2.5626 1.4287 5.6794  0.02
C2 -3.1888 0.8229 4.4719  -0.53
O1 -4.2019 1.2381 3.9866  0.14
O2 -2.5630 -0.2549 3.9308  0.02
C3 -1.2058 -0.0308 3.5260  -0.14
N1 -1.0803 -0.5681 2.1951  -0.03
C4 -1.9473 0.1245 1.2801  -0.17
O3 -3.0160 -0.7293 0.9247  -0.10
O4 -4.2354 0.0007 1.0956  -0.02
C5 0.2717 -0.6946 1.7698  -0.12
O5 1.1236 0.1617 2.6379  0.03
C6 1.9989 0.8583 2.0390  -0.34
N2 2.8503 1.4503 1.5235  0.20
C7 0.8459 -2.1988 1.8237  -0.43
N3 -0.1889 -3.0884 2.2359  0.16
C8 1.2270 -2.5737 0.4080  -0.12
O6 2.2847 -1.7461 -0.0170  -0.07
C9 2.3142 -1.3225 -1.3445  -0.25
O7 1.7272 -0.0602 -1.4660  -0.11
C10 1.8475 0.4380 -2.8130  -0.15
C11 1.9854 1.9317 -2.7099  -0.20
O8 1.2981 2.5016 -3.8292  -0.08
O9 1.9393 -2.1049 2.7140  -0.03
C12 3.0238 -3.0020 2.5681  -0.27
C13 4.0164 -2.6026 3.6671  -0.09
C14 3.3949 -2.1913 5.0041  -0.17
C15 3.4485 -0.6860 5.2127  -0.16
C16 4.8287 -0.1569 5.5194  -0.16
O10 5.4846 0.4094 4.3660  -0.04
C17 4.9070 1.5205 3.8903  -0.37
O11 4.4452 2.3925 4.5712  0.08
C18 2.6740 -4.4608 2.6718  -0.17
C19 1.9836 -4.9995 3.7292  -0.02
C20 1.7312 -6.3430 3.6973  -0.05
C21 2.1607 -7.0872 2.6305  -0.16
N4 2.8624 -6.6217 1.5995  0.08
C22 3.0926 -5.3095 1.6796  -0.09
H1 -1.8419 0.7629 6.1235  0.09
H2 -2.0297 2.3113 5.3543  0.10
H3 -3.3286 1.7210 6.3734  0.09
H4 -0.5599 -0.5592 4.2086  0.14
H5 -0.9905 1.0325 3.5326  0.14
H6 -1.4280 0.4596 0.3891  0.14
H7 -2.3919 0.9928 1.7482  0.13
H8 -4.5228 -0.2757 1.9769  0.08
H9 0.4157 -0.3330 0.7677  0.13
H10 -0.0317 -4.0061 1.8454  0.07
H11 -0.2335 -3.1463 3.2405  0.10
H12 1.4776 -3.6261 0.3290  0.13
H13 0.3507 -2.4335 -0.2164  0.15
H14 3.3647 -1.2637 -1.6109  0.14
H15 1.8432 -2.0360 -2.0232  0.15
H16 2.7262 -0.0222 -3.2484  0.12
H17 0.9434 0.2007 -3.3567  0.13
H18 3.0280 2.2332 -2.7178  0.11
H19 1.5686 2.2704 -1.7727  0.12
H20 1.1448 3.4240 -3.6176  0.09
H21 3.5562 -2.8307 1.6436  0.14
H22 4.5166 -1.7260 3.2767  0.11
H23 4.7848 -3.3518 3.7675  0.13
H24 2.3698 -2.5006 5.1229  0.09
H25 3.9790 -2.6517 5.7901  0.11
H26 2.7813 -0.4102 6.0165  0.12
H27 3.0502 -0.2163 4.3225  0.10
H28 5.4737 -0.9501 5.8605  0.12
H29 4.8230 0.5844 6.3025  0.11
H30 4.8855 1.5631 2.8058  0.11
H31 1.6205 -4.4135 4.5481  0.11
H32 1.1931 -6.8234 4.4891  0.11
H33 1.9117 -8.1329 2.6061  0.11
H34 3.6657 -4.8832 0.8726  0.12
C23 -1.8160 2.0781 -6.7439  -0.09
C24 -1.5219 1.8947 -5.3983  -0.09
C25 -2.5372 1.5643 -4.5127  -0.09
C26 -3.8409 1.4194 -4.9676  -0.09
C27 -4.1308 1.6110 -6.3103  -0.10
C28 -3.1188 1.9398 -7.1994  -0.10
H35 -1.0251 2.3304 -7.4387  0.10
H36 -0.5029 2.0073 -5.0472  0.07
H37 -2.3122 1.4175 -3.4640  0.10
H38 -4.6263 1.1575 -4.2765  0.09
H39 -5.1489 1.5032 -6.6631  0.09
H40 -3.3454 2.0874 -8.2477  0.10
C29 -1.8964 -8.1598 -1.5491  -0.10
C30 -1.6989 -7.0436 -0.7491  -0.09
C31 -0.4976 -6.8825 -0.0733  -0.09
C32 0.5063 -7.8331 -0.1918  -0.09
C33 0.3033 -8.9527 -0.9873  -0.09
C34 -0.8963 -9.1154 -1.6664  -0.10
H41 -2.8302 -8.2854 -2.0810  0.10
H42 -2.4802 -6.3008 -0.6524  0.10
H43 -0.3421 -6.0097 0.5513  0.08
H44 1.4388 -7.6983 0.3352  0.06
H45 1.0823 -9.6983 -1.0786  0.10
H46 -1.0530 -9.9874 -2.2880  0.10
C35 8.2197 -1.0238 8.4043  -0.10
C36 7.6516 0.2422 8.4167  -0.10
C37 6.8542 0.6354 9.4821  -0.10
C38 6.6232 -0.2389 10.5348  -0.10
C39 7.1862 -1.5072 10.5197  -0.10
C40 7.9852 -1.8995 9.4551  -0.10
H47 8.8453 -1.3280 7.5752  0.10
H48 7.8293 0.9230 7.5942  0.10
H49 6.4130 1.6234 9.4916  0.10
H50 6.0038 0.0683 11.3672  0.10
H51 7.0027 -2.1903 11.3386  0.10
H52 8.4258 -2.8878 9.4444  0.10
C41 -9.7447 2.8340 -7.5100  -0.09
C42 -8.9957 1.7405 -7.9206  -0.10
C43 -8.2574 1.0179 -6.9941  -0.10
C44 -8.2650 1.3903 -5.6573  -0.10
C45 -9.0082 2.4880 -5.2479  -0.10
C46 -9.7490 3.2087 -6.1738  -0.10
H53 -10.3246 3.3951 -8.2310  0.10
H54 -8.9873 1.4511 -8.9633  0.10
H55 -7.6748 0.1636 -7.3138  0.10
H56 -7.6900 0.8255 -4.9346  0.10
H57 -9.0099 2.7813 -4.2060  0.10
H58 -10.3303 4.0644 -5.8546  0.09
C47 -9.4228 9.4844 -5.4669  -0.10
C48 -9.6891 9.0656 -4.1711  -0.10
C49 -9.5223 7.7323 -3.8248  -0.10
C50 -9.0919 6.8182 -4.7759  -0.10
C51 -8.8320 7.2350 -6.0732  -0.10
C52 -8.9964 8.5688 -6.4186  -0.10
H59 -9.5479 10.5252 -5.7355  0.10
H60 -10.0266 9.7788 -3.4306  0.10
H61 -9.7276 7.4055 -2.8138  0.10
H62 -8.9578 5.7784 -4.5066  0.09
H63 -8.5003 6.5190 -6.8142  0.10
H64 -8.7919 8.8952 -7.4298  0.10
C53 7.4176 4.3555 -3.3357  -0.10
C54 6.9940 4.6614 -4.6212  -0.10
C55 6.1321 3.8047 -5.2908  -0.10
C56 5.6962 2.6399 -4.6760  -0.10
C57 6.1260 2.3306 -3.3929  -0.11
C58 6.9853 3.1888 -2.7219  -0.09
H65 8.0852 5.0267 -2.8118  0.10
H66 7.3355 5.5688 -5.1015  0.10
H67 5.7996 4.0448 -6.2920  0.10
H68 5.0213 1.9731 -5.1973  0.10
H69 5.7903 1.4194 -2.9139  0.10
H70 7.3179 2.9484 -1.7208  0.10

As for the SMILES: CC(=O)OCN(COO)[C@@H](OC#N)[C@@](N)(COCOCCO)O[C@@H](CCCCOC=O)c1cccnc1.c1ccccc1.c1ccccc1.c1ccccc1.c1ccccc1.c1ccccc1.c1ccccc1. As for the frontier orbital gap: 9.403 eV. For the relative energy (zero: lowest compared OMol25 entry of this formula, charge and spin), the calculation gives 0.0 kJ/mol.

# 6
A structure of composition C14H27F6N3O8V in a non-equilibrium geometry, computed with ωB97M-V with the def2-TZVPD basis set.

Last column: Löwdin charge in e.
CARTESIAN COORDINATES (ANGSTROEM)
O1 25.9570 8.1694 -0.8938  -0.23
V1 24.6144 7.3382 -1.1231  1.11
C1 23.2865 10.5136 -0.6781  -0.19
O2 24.5329 10.5894 0.0681  -0.12
O3 23.1877 9.1281 -1.0964  0.01
C2 22.3237 11.5224 0.0271  -0.56
F1 22.4372 12.8120 -0.3445  0.17
F2 20.9917 11.2550 -0.1902  0.12
F3 22.3927 11.6110 1.3081  0.21
C3 25.3104 11.7615 0.2093  -0.21
C4 26.8092 11.3804 0.6372  -0.02
H1 27.3632 12.3095 0.7707  0.08
H2 26.8450 10.8610 1.5948  0.08
H3 27.2672 10.7412 -0.1176  0.07
H4 24.8559 12.3143 1.0315  0.12
H5 25.3089 12.3688 -0.6959  0.13
H6 23.5207 11.1161 -1.5557  0.19
C5 25.5834 3.8270 -0.6694  -0.39
O4 26.1911 3.8239 0.6170  -0.08
O5 25.4242 5.1734 -0.9321  -0.20
C6 26.4409 2.9283 -1.6687  -0.62
F4 27.6415 3.3990 -1.6823  0.17
F5 26.5247 1.6629 -1.3868  0.19
F6 26.2073 3.0054 -3.0036  0.11
C7 25.5996 2.9941 1.6777  -0.20
C8 26.4420 3.0776 2.9922  -0.07
H7 27.3537 2.4805 2.9730  0.07
H8 26.7775 4.0612 3.3209  0.06
H9 25.7571 2.7662 3.7808  0.07
H10 25.5340 1.9629 1.3306  0.12
H11 24.6354 3.3654 2.0247  0.09
H12 24.5834 3.3933 -0.6615  0.15
O6 25.1178 7.3773 -3.2366  -0.06
C9 25.9645 7.0861 -4.0468  -0.53
N1 27.0613 7.8017 -4.0960  0.22
C10 25.7980 5.7820 -4.9343  0.05
H13 27.1253 8.7264 -3.6948  0.13
H14 27.7012 7.5778 -4.8447  0.13
H15 26.7343 5.2530 -4.7565  0.09
H16 25.6507 6.1591 -5.9464  0.08
H17 24.9404 5.2155 -4.5714  0.08
O7 22.6365 6.1494 -1.8877  -0.01
C11 21.4742 6.0390 -2.2029  -0.56
N2 20.6850 7.1236 -2.1128  0.19
C12 20.9450 4.7623 -2.8440  0.03
H18 19.7773 7.1080 -2.5554  0.13
H19 21.2332 7.8868 -1.7424  0.09
H20 20.7698 5.1310 -3.8547  0.09
H21 20.1995 4.1716 -2.3116  0.10
H22 21.8358 4.1585 -3.0172  0.09
O8 24.0616 7.1832 1.0076  0.00
C13 23.8259 7.4061 2.1710  -0.58
N3 23.1423 8.4250 2.4708  0.24
C14 24.0369 6.3803 3.2529  0.04
H23 22.9300 9.0771 1.7293  0.11
H24 22.7068 8.5826 3.3684  0.15
H25 25.1092 6.4326 3.4418  0.10
H26 23.9130 5.3219 3.0238  0.08
H27 23.5809 6.5289 4.2317  0.09

As for the total charge: +1. The spin multiplicity is 3. As for the frontier orbital gap (spin up / spin down): 7.628 / 2.930 eV.

| no. | E (a.u.) |
| --- | --- |
| 1 | -3333.54221 |
| 2 | -461.87933 |
| 3 | -339.10891 |
| 4 | -395.97091 |
| 5 | -3298.53032 |
| 6 | -2858.73114 |